1.
14
Properties=species:S:1:pos:R:3:forces:R:3 method="wB97M-V/def2-TZVPD" charge=+4 e_tot_ev=-35617.4248 multiplicity=7 homo_lumo_gap_ev="10.594 / 2.374"
O -0.38739 -0.36394 0.06504 0.0096 1.8728 0.4089
C -0.53860 -1.74260 0.20083 0.1034 -2.8722 1.4770
C 0.36004 0.29413 0.88514 2.2526 -1.8812 -0.7219
O -1.41219 -2.24928 -0.53802 -0.5499 0.3287 -0.8415
O 0.12450 -2.38438 1.01246 -0.1540 0.5747 -0.5915
C 0.68799 1.66597 0.61270 -2.5116 -0.0200 2.2620
Dy -0.90982 -4.70547 0.33106 0.3710 -0.0304 0.4628
H 0.94706 -0.29955 1.59851 -0.4939 -0.0720 0.4060
H 0.89093 2.15985 1.59360 0.0328 -0.0574 -0.1036
H -0.38761 2.00411 0.41937 1.6021 1.1758 -1.3241
H 1.73045 1.68888 0.23406 -0.3811 0.3780 -0.8501
Li -2.74531 -1.57610 -1.74251 -0.4550 0.0562 -0.3089
O 0.56498 2.34468 -2.26145 -1.0480 -1.5664 0.2325
H 1.07498 3.16369 -2.41079 1.2220 2.1133 -0.5076

***

2.
18
Properties=species:S:1:pos:R:3:forces:R:3 method="wB97M-V/def2-TZVPD" charge=+1 e_tot_ev=-22189.0991 multiplicity=3 homo_lumo_gap_ev="6.433 / 6.712"
C 0.32199 0.38243 -0.93167 0.4531 0.2441 -2.7778
C 0.35083 0.06112 -2.19734 -0.4895 -0.6707 2.2635
C 0.27658 1.72368 -0.28124 -1.9707 -0.8833 0.6200
C -0.98704 -0.13560 2.56540 1.3666 -1.4336 0.6263
N 0.50918 -0.85945 0.06088 -1.6778 0.7838 -1.1590
N 0.20416 -0.66746 -3.25174 0.3733 1.4203 1.0618
O -0.52143 -1.51697 0.15452 0.6062 -0.6603 -0.2549
O 1.70073 -1.46991 -0.24869 0.9512 -0.7397 -0.1630
S 0.79200 0.06306 2.28754 -0.1928 0.1060 0.8970
H 1.29035 1.90202 -0.08297 1.3626 0.6409 1.0982
H -0.36573 1.50269 0.60113 0.8379 0.7714 -0.2209
H -0.14460 2.62541 -0.74746 0.0139 -0.8561 -0.6308
H -1.02116 -0.59726 3.57082 -0.5700 1.4715 0.0687
H -1.40759 -0.96275 2.00229 0.1296 0.2020 -0.9065
H -1.42291 0.81760 2.27684 -0.5002 -0.0338 0.8485
H 1.76038 -2.35035 0.18890 -0.5694 0.5646 -0.1416
H 0.92592 -0.56854 -3.92741 0.6485 -0.4402 -0.9023
H -0.72176 -0.84620 -3.57190 -0.7726 -0.4870 -0.3273

***

3.
27
Properties=species:S:1:pos:R:3:forces:R:3 method="wB97M-V/def2-TZVPD" charge=0 smiles=CC(C)NCN.O.O.O e_tot_ev=-13561.3407 homo_lumo_gap_ev=8.572
C -0.67619 -1.37796 -0.76773 -0.8421 0.4068 -1.0354
C 0.49114 -1.68682 0.17463 1.4479 0.9558 -0.4652
C 1.68171 -2.32183 -0.61109 -0.9732 1.2722 -2.4318
N 0.95236 -0.38964 0.72763 -0.2566 -1.8357 0.1873
C 0.26548 0.11199 1.92922 2.7364 2.0355 -1.8543
N -0.85636 0.96646 1.59743 -1.4616 -0.3697 0.4414
H -1.65073 -1.01441 -0.38615 0.3618 -1.1442 0.6539
H -0.80649 -2.16055 -1.53520 -0.2915 0.2798 0.3520
H -0.51873 -0.40407 -1.30492 0.8982 -0.9192 0.0173
H 0.41450 -2.38491 1.00477 -1.1993 0.1750 0.2310
H 2.04967 -1.51849 -1.27663 0.1376 -0.0513 0.2796
H 1.35120 -3.05199 -1.37795 -0.0616 -0.0972 0.7827
H 2.55082 -2.69077 -0.10561 0.0636 -0.1846 0.8655
H 0.97097 0.29534 -0.02763 0.0076 -0.0547 0.4630
H 1.16619 0.69426 2.24120 -1.0498 0.0173 1.3136
H 0.04234 -0.69259 2.60911 -0.2671 -0.1381 0.1635
H -1.40897 1.24801 2.39892 0.1818 -0.1797 0.1676
H -0.65396 1.81733 1.08758 0.5643 -0.2204 -0.1072
O -0.10801 3.09171 -0.59538 -0.0127 -0.0755 -0.5114
H -0.79214 3.61129 -1.03349 -0.0237 0.0533 0.1897
H 0.28800 2.60107 -1.33072 0.0876 0.0440 0.3251
O 2.47976 1.12416 -2.99216 -0.9855 -0.5058 -1.0240
H 1.70787 1.44765 -3.47880 -0.0337 1.0119 0.4527
H 2.47271 0.30154 -3.50339 0.9482 -0.5028 0.5678
O -3.84755 -0.44115 1.33435 0.1229 -0.0112 0.0666
H -2.94187 -0.76890 1.30691 0.0414 -0.1211 -0.0475
H -3.69126 0.49700 1.46917 -0.1411 0.1596 -0.0435

***

4.
15
Properties=species:S:1:pos:R:3:forces:R:3 method="wB97M-V/def2-TZVPD" charge=0 e_tot_ev=-16614.4037 homo_lumo_gap_ev=9.582
C -0.46120 -0.49548 0.17485 -4.0265 -1.7884 -0.5461
C -1.12782 0.89038 -0.00101 2.0368 0.8435 -3.6517
C 0.38441 1.37689 -0.36898 -1.2176 -0.1285 5.2069
C 0.81123 0.13989 0.63129 0.8792 0.1504 0.0903
H 0.10310 -1.81508 -1.38304 -0.7401 0.6745 -0.1389
H -1.74933 -1.87317 -0.95780 4.0783 2.9316 -1.9915
H -1.01411 -1.25542 0.87985 1.3866 1.3850 -1.0987
H -1.67605 1.15339 -1.01533 0.1577 -1.1259 2.6121
H -1.42939 1.38097 0.88056 -0.7771 0.4858 0.9039
H 0.58130 2.37333 0.01661 0.4491 0.0036 -0.0654
H 0.46303 1.34486 -1.38707 0.9991 -0.7484 -2.4110
H 0.80403 0.39751 1.75451 -0.5691 0.1646 -1.9809
H 2.52986 -1.75138 1.64378 -0.9357 1.9138 -1.7552
N -0.60426 -1.03373 -1.35122 -2.3203 -3.7133 4.1421
S 2.38521 -0.83297 0.48300 0.5996 -1.0483 0.6843

***

5.
13
Properties=species:S:1:pos:R:3:forces:R:3 method="wB97M-V/def2-TZVPD" charge=0 e_tot_ev=-7793.9622 homo_lumo_gap_ev=8.751
N -1.78907 -0.83742 0.83708 0.4268 0.2545 -0.2224
C -0.77810 -0.15752 0.58779 -0.4099 -0.2840 0.2939
C 0.25532 0.59996 1.37313 0.0342 0.0296 0.1227
C 0.82022 1.00319 0.00858 0.1789 0.1730 -0.0107
C 0.58455 -1.07349 -1.58035 -0.4262 -0.0218 -0.1176
O -0.20345 0.18791 -0.66379 0.0725 -0.1195 -0.1596
H -2.23824 -1.20073 -0.00370 0.0539 0.0012 0.0126
H -0.13702 1.39353 2.00960 0.0366 -0.1148 -0.0800
H 0.90307 -0.06689 1.94661 -0.0920 0.1115 -0.0636
H 1.79101 0.59264 -0.26700 -0.1194 0.1090 0.0847
H 0.69448 2.04481 -0.28752 0.0379 -0.1177 0.0694
H -0.19653 -1.84102 -1.40198 0.1253 0.1094 -0.0417
H 0.29377 -0.64498 -2.55844 0.0814 -0.1303 0.1122

***

6.
36
Properties=species:S:1:pos:R:3:forces:R:3 method="wB97M-V/def2-TZVPD" charge=0 smiles="CC1=CC(=O)c2c(c(-c3ccccc3)n3c2CCC3)C1=O" e_tot_ev=-24494.1820 homo_lumo_gap_ev=7.428
C -1.21263 4.55091 0.85896 -0.5059 0.2266 0.7139
C -0.79451 3.16287 1.22640 0.8787 -0.5686 2.8209
C -0.49262 2.80478 2.53917 -0.3080 0.9976 -2.1113
C -0.07220 1.43222 2.88909 -0.2756 -0.3536 -0.6017
O 0.18152 1.11471 4.02937 0.2071 0.0221 0.8919
C 0.01279 0.46618 1.80033 -0.6776 0.4404 -1.5287
C -0.28508 0.75126 0.39950 0.4032 0.4562 1.7489
C 0.01113 -0.39935 -0.35496 0.1088 1.0421 0.2627
C -0.03470 -0.61243 -1.83588 0.9438 -0.7580 0.5942
C 0.95871 -1.43103 -2.45290 -0.7893 1.0207 -0.6710
C 0.96318 -1.62055 -3.84079 -0.4865 -0.3749 0.7341
C -0.12353 -1.16254 -4.58547 -0.1576 0.4343 -0.2724
C -1.11754 -0.36636 -3.98710 0.7539 -0.0177 0.4846
C -1.02420 -0.02671 -2.62175 -0.7886 -0.6092 -0.7886
N 0.48953 -1.31774 0.58702 -0.7512 -0.2588 -0.8567
C 0.40459 -0.82968 1.84141 0.8977 0.1484 0.7970
C 0.85245 -1.78242 2.89525 0.1275 -0.5641 -1.1313
C 0.97864 -3.12346 2.07508 1.3734 0.1489 0.1617
C 0.86462 -2.73094 0.54466 0.2569 -0.4807 0.7417
C -0.67780 2.16581 0.11935 -0.0443 -1.5306 -1.6745
O -0.91272 2.49063 -1.03527 -0.0985 0.7204 0.3672
H -1.38508 5.13390 1.78153 0.0490 -0.2782 -0.3797
H -2.15650 4.51428 0.30218 0.3020 0.1081 -0.0767
H -0.46505 5.09257 0.28364 0.0158 -0.2019 -0.2682
H -0.48415 3.52442 3.38414 -0.2163 -0.4553 -0.7624
H 1.76504 -1.85025 -1.88787 0.2294 -0.0617 0.3725
H 1.75977 -2.21642 -4.30587 -0.4201 0.3287 0.1897
H -0.15296 -1.41331 -5.65170 -0.1683 0.2331 0.4008
H -1.96143 0.03658 -4.54751 0.3203 -0.2214 -0.0346
H -1.83066 0.59244 -2.20752 0.6971 -0.2836 0.0315
H 0.07369 -1.86516 3.63746 0.0887 0.0299 0.5148
H 1.80437 -1.45215 3.33623 -0.4163 -0.1610 0.0377
H 0.17206 -3.79626 2.36116 0.0662 -0.0382 -0.1200
H 1.97187 -3.64114 2.31564 -1.4599 0.6509 -0.5088
H 0.08399 -3.33527 0.06636 0.3297 0.2207 -0.1455
H 1.83541 -2.86040 0.04067 -0.4852 -0.0113 0.0662

***

7.
20
Properties=species:S:1:pos:R:3:forces:R:3 method="wB97M-V/def2-TZVPD" charge=+1 e_tot_ev=-15837.7511 multiplicity=3 homo_lumo_gap_ev="8.773 / 5.974"
C -3.61019 0.19206 0.57182 1.2075 1.3359 -0.1999
C -2.58219 1.11324 0.46936 0.5475 -2.5133 0.0693
C -3.43150 -1.09722 0.04496 -1.0263 -0.3424 0.9053
C -1.53834 -0.46049 -1.10134 -1.5691 -0.1765 1.0517
C -1.40974 0.68397 -0.19858 1.3417 -0.2079 -2.1256
C 1.20458 -0.43062 0.31039 1.0715 -1.2267 1.2924
N -2.46915 -1.28574 -0.76503 0.6872 -2.0807 -1.7686
N 0.93848 0.85375 -0.31266 -1.1313 -0.7335 0.6717
N 2.50169 -0.80515 0.37080 0.8315 2.3264 -1.4678
N -0.26226 1.38281 -0.24408 -0.5153 0.0730 0.4666
N 3.50679 -0.31880 -0.53063 -0.5374 -0.8537 -0.2057
O 0.41080 -1.17223 0.87854 -0.8349 1.9718 -1.1540
H -4.44833 0.43496 1.12887 -1.5368 0.3702 1.0493
H -2.40106 1.91658 1.11565 -0.6251 1.4178 0.6669
H -3.99690 -2.00311 0.27901 -0.2414 0.6246 0.3661
H -1.20180 -0.82268 -2.04996 1.6681 1.1335 -0.5212
H 1.62262 1.57307 -0.48141 0.7428 -0.4322 -0.3076
H 2.60514 -1.64938 0.87033 0.5164 -0.9830 0.4889
H 4.14253 0.36656 -0.16200 -0.1550 0.3683 1.0130
H 4.11723 -1.09685 -0.76815 -0.4416 -0.0716 -0.2908

***

8.
60
Properties=species:S:1:pos:R:3:forces:R:3 method="wB97M-V/def2-TZVPD" charge=0 e_tot_ev=-55118.6033 multiplicity=3 homo_lumo_gap_ev="5.067 / 7.018"
W 0.42192 0.29816 -0.18521 -0.1941 0.9725 0.2083
Si -1.09160 -1.63086 -0.55737 -0.6398 -1.6075 0.0095
P 0.63331 0.58551 -2.65240 0.2688 0.5805 -1.4458
N -0.96200 1.42879 -0.14475 0.7027 -0.4367 -0.4987
H 3.28671 -1.56695 1.22441 -0.1055 0.1977 -0.4847
C 1.87985 1.79577 -3.31609 -0.0110 -0.0098 0.0732
H 1.84065 1.87341 -4.41782 -0.0224 -0.0837 0.4259
H 2.88986 1.47577 -3.00881 -0.3922 0.1108 -0.1047
H 1.68209 2.78662 -2.87297 0.0697 -0.4095 -0.1741
C 1.04683 -0.93521 -3.62160 -0.0308 -0.0269 0.2755
H 1.16751 -0.71796 -4.69778 -0.0823 0.0034 0.4884
H 0.23793 -1.67152 -3.48188 0.2957 0.2543 -0.0719
H 1.98089 -1.36662 -3.22463 -0.3381 0.1577 -0.1646
C -0.92965 1.17004 -3.43596 0.0332 -0.0720 0.1668
H -0.85597 1.17826 -4.53747 0.0283 -0.0235 0.4592
H -1.15088 2.18539 -3.06806 0.0777 -0.3789 -0.1186
H -1.74653 0.50239 -3.11691 0.2784 0.2567 -0.1540
C -0.13503 -3.29262 -0.68649 0.1452 -0.1369 -0.0687
H 0.53869 -3.42893 0.17840 -0.3647 0.1224 -0.4511
H 0.49189 -3.31977 -1.59548 -0.2837 -0.0325 0.2423
H -0.82862 -4.15346 -0.71916 0.2626 0.3620 -0.0621
H -2.13822 -1.87220 0.51257 0.1429 0.1903 -0.4204
H -1.94196 -1.57993 -1.81152 0.2192 0.1821 0.1316
C -2.02713 2.28093 -0.05871 -0.8418 0.7172 0.0191
C -2.95910 4.50308 0.35394 -0.0912 -0.2844 -0.0810
C -1.85306 3.65152 0.26909 -0.2163 -0.3692 -0.1118
C -3.34190 1.79785 -0.29740 0.3531 0.3450 0.1156
C -4.43679 2.66076 -0.20817 0.1955 0.1730 0.0532
C -4.25521 4.01615 0.11709 0.2622 -0.2160 -0.0229
H -2.80969 5.55857 0.60792 -0.0613 -0.4430 -0.1021
H -0.83873 4.01993 0.45215 -0.3959 -0.1458 -0.0412
H -3.46734 0.74003 -0.54831 0.0136 0.3608 0.0870
H -5.44499 2.27370 -0.39409 0.4146 0.1618 0.0783
H -5.11733 4.68753 0.18532 0.3555 -0.2831 -0.0255
C 3.40523 -1.07368 0.23278 -0.0871 -0.1521 0.2419
O 2.18514 -0.47556 -0.11161 -0.0352 -0.2576 -0.0329
C 4.49347 0.00067 0.35998 0.3866 0.0764 0.1308
H 5.44536 -0.37232 -0.05882 -0.3119 0.2148 0.2687
H 4.66067 0.27361 1.41699 -0.0728 0.0101 -0.4936
H 4.20048 0.90726 -0.19643 0.0951 -0.3931 0.1810
C 3.76086 -2.14716 -0.80239 -0.0378 -0.1812 -0.1814
H 4.36941 -1.72059 -1.61932 -0.2516 -0.1742 0.2460
H 2.84037 -2.57709 -1.23488 0.3679 0.1316 0.2717
H 4.32701 -2.96520 -0.32802 -0.0767 0.3045 -0.2430
C 1.50682 -0.48577 4.14923 1.1774 -0.0935 1.0867
O 0.12814 -0.56169 3.88750 -0.0388 0.3661 -1.3250
P -0.05462 -0.44960 2.19363 0.4386 0.9254 0.6879
O -0.02867 -2.15474 2.00379 -0.7950 2.0960 0.5820
C -0.90850 -2.81824 2.88723 -0.3626 -1.7722 0.5969
O -1.26973 0.74759 2.38379 0.8578 -2.2237 -0.0457
C -2.48994 0.19276 2.79211 -1.6983 0.7443 0.7464
H 1.94258 0.47231 3.78504 -0.1424 -0.6615 0.0589
H 2.04601 -1.36397 3.72671 -0.1278 0.5854 0.0902
H 1.65865 -0.51090 5.24774 -0.1978 -0.0295 -0.5291
H -0.42998 -2.96785 3.87831 -0.4641 0.2499 -0.4995
H -1.89369 -2.33173 2.98279 0.5404 -0.0363 0.0927
H -1.12051 -3.82358 2.47113 0.2379 0.4563 0.0486
H -2.41648 -0.24788 3.80855 -0.0640 -0.0613 -0.5859
H -3.22533 1.02049 2.86548 0.3882 -0.3332 -0.0387
H -2.89912 -0.50128 2.03682 0.2263 0.0200 0.4142

***

9.
22
Properties=species:S:1:pos:R:3:forces:R:3 method="wB97M-V/def2-TZVPD" charge=0 smiles="CO[P@@](N)(=S)NC(C)C" e_tot_ev=-29510.2396 homo_lumo_gap_ev=9.960
C 1.97354 2.25307 0.75976 0.2284 1.0366 -1.6866
O 2.45327 1.54781 -0.40988 -3.4030 -2.8784 1.6619
P 1.38660 -0.30713 -0.17838 2.0652 2.6263 -1.8225
N 2.04193 -0.88460 -1.65438 -0.3954 0.5551 1.0050
S 1.89233 -1.22737 1.42032 -0.2288 0.1094 -0.3773
N -0.22100 0.00961 -0.36640 0.6767 2.2314 -1.9215
C -1.28104 -0.64773 0.30357 -1.2101 -0.3429 3.3140
C -1.67305 -1.92375 -0.46074 0.0210 -0.9128 -0.9934
C -2.38564 0.39624 0.59826 -0.6839 1.1607 1.1837
H 2.24082 1.76307 1.64857 0.4863 -0.8709 1.3183
H 0.88590 2.43048 0.80037 0.1451 -0.1727 -0.3753
H 2.45157 3.23476 0.77598 0.0328 0.0382 -0.0835
H 2.30449 -0.10980 -2.28572 -0.1425 -0.5180 0.5808
H 2.87412 -1.37141 -1.33204 0.1892 -0.0384 -0.4530
H -0.63090 0.63349 -1.12482 1.5481 -1.0419 1.1078
H -0.95631 -0.84891 1.39746 -0.0374 -0.3870 -1.9561
H -1.70318 -2.83018 0.09515 0.1275 -0.5138 1.4243
H -2.64530 -2.03398 -0.96794 0.1726 1.0840 -0.0029
H -0.89877 -2.21740 -1.20040 -0.3690 0.7188 0.1788
H -2.87922 0.77208 -0.30355 0.1561 0.0418 -0.0723
H -2.01655 1.30703 1.21827 -0.0392 -1.5000 -1.3450
H -3.21360 0.05463 1.26652 0.6601 -0.4255 -0.6854